Entry from OMol25: a cluster of 13 separate species, H24O16S in total (ωB97M-V/def2-TZVPD).

Its charge is -2. The calculation puts the HOMO energy at -4.33 eV. The calculation puts the energy relative to the best compared isomer or geometry (same formula, charge and spin) at 350.5 kJ/mol.

Element x y z (Å)
S: 0.172 -0.068 0.066
O: 0.840 1.191 0.011
O: 0.310 -0.757 1.386
O: -1.234 0.198 -0.165
O: 0.503 -1.008 -0.910
O: 3.214 2.074 -0.289
H: 2.283 1.719 -0.330
H: 3.294 2.237 -1.179
O: -3.610 -0.869 -0.236
H: -3.446 -1.792 0.147
H: -2.733 -0.383 -0.256
O: 2.424 -2.420 -1.861
H: 2.050 -3.325 -1.583
H: 1.728 -1.797 -1.677
O: -2.686 2.325 -0.203
H: -2.087 1.573 -0.047
H: -2.503 3.091 0.341
O: -0.794 0.246 3.518
H: -0.388 -0.262 2.844
H: -0.454 1.118 3.136
O: -0.253 -3.522 -0.708
H: -0.107 -3.510 0.267
H: -0.266 -2.498 -0.853
O: -1.420 1.214 -2.801
H: -1.423 2.207 -2.693
H: -1.426 0.978 -1.806
O: 0.281 2.489 2.176
H: -0.372 3.093 1.941
H: 0.700 1.955 1.348
O: 0.215 -0.881 -3.493
H: -0.087 0.068 -3.379
H: 0.631 -0.855 -2.709
O: 2.256 -1.889 2.772
H: 3.018 -1.524 2.401
H: 1.438 -1.727 2.213
O: -0.612 -2.887 2.111
H: -0.322 -2.137 1.595
H: -1.611 -2.934 1.986
O: 0.547 3.263 -1.182
H: 1.476 3.482 -1.288
H: 0.457 2.522 -0.609

Atom charges from the natural (NBO) analysis, given in e for atoms 1 to 2:
1 S 2.77
2 O -1.07

---

Entry from OMol25: a structure of composition CH2Cl2NO2P (ωB97M-V/def2-TZVPD).

Its charge is 0. The calculation puts the HOMO energy at -9.98 eV. The calculation puts the energy relative to the best compared isomer or geometry (same formula, charge and spin) at 241.1 kJ/mol.

Element x y z (Å)
C: -1.469 -0.212 -0.154
N: 1.867 0.089 -0.148
O: -0.456 0.177 1.195
O: -0.666 0.089 -1.124
P: 0.468 1.040 0.106
Cl: -2.721 0.962 -0.034
Cl: -1.922 -1.820 0.164
H: 2.095 -0.681 0.440
H: 2.805 0.356 -0.444

Atom charges from the natural (NBO) analysis, given in e for atoms 1 to 2:
1 C 0.40
2 N -1.19

---

Entry from OMol25: a structure of composition C23H21FeI2N5O3S6 (ωB97M-V/def2-TZVPD).

Its charge is -2. The calculation puts the HOMO energy (spin up / spin down) at -0.54 / -0.64 eV. Its multiplicity is 5. The expectation value of S² is 6.025. The calculation puts the energy relative to the best compared isomer or geometry (same formula, charge and spin) at 31.4 kJ/mol.

Element x y z (Å)
Fe: -0.236 -1.612 -1.691
I: -1.161 -6.182 0.915
C: 0.621 -5.153 0.589
C: 1.827 -5.692 1.048
C: 3.009 -5.026 0.868
I: 4.760 -5.895 1.639
C: 3.044 -3.771 0.204
C: 4.200 -2.993 -0.026
C: 4.098 -1.807 -0.684
C: 2.841 -1.370 -1.140
N: 1.751 -2.064 -0.942
C: 1.823 -3.242 -0.273
C: 0.534 -3.908 -0.067
O: -0.529 -3.357 -0.443
H: 1.822 -6.648 1.555
H: 5.160 -3.344 0.331
H: 4.971 -1.191 -0.861
H: 2.728 -0.443 -1.683
S: -2.405 -1.139 -2.264
S: -2.804 -1.557 -4.222
S: -1.130 -2.526 -5.095
S: 0.314 -2.785 -3.676
N: -4.352 5.159 -1.051
C: -3.093 4.608 -0.740
C: -2.903 3.228 -0.767
C: -1.676 2.680 -0.436
C: -0.619 3.511 -0.076
C: -0.794 4.885 -0.066
C: -2.028 5.432 -0.389
S: 0.943 2.795 0.396
O: 1.931 3.808 0.074
O: 0.817 2.429 1.795
N: 1.010 1.484 -0.442
C: 0.975 1.488 -1.796
S: 1.324 2.864 -2.853
C: 0.862 1.918 -4.222
C: 0.522 0.675 -3.831
N: 0.585 0.432 -2.477
H: -4.912 4.573 -1.648
H: -4.308 6.102 -1.402
H: -3.717 2.581 -1.079
H: -1.513 1.610 -0.506
H: 0.051 5.516 0.175
H: -2.164 6.509 -0.393
H: 0.866 2.323 -5.221
H: 0.184 -0.122 -4.481
C: 0.512 -0.588 3.583
C: -0.876 -0.342 2.973
C: -1.325 1.097 3.252
C: -1.895 -1.354 3.508
C: -0.772 -0.533 1.515
N: -0.668 -0.660 0.384
H: 0.449 -0.467 4.668
H: 1.234 0.125 3.183
H: 0.856 -1.599 3.362
H: -1.456 1.220 4.329
H: -2.273 1.314 2.757
H: -0.574 1.809 2.901
H: -2.025 -1.192 4.581
H: -1.555 -2.377 3.343
H: -2.862 -1.235 3.015

Atom charges from the natural (NBO) analysis, given in e for atoms 1 to 2:
1 Fe 1.22
2 I 0.09

---

Entry from OMol25: a structure of composition C39H52AsCl5N2NaOPS (ωB97M-V/def2-TZVPD).

Its charge is 0. The calculation puts the HOMO energy at -8.00 eV. The calculation puts the energy relative to the best compared isomer or geometry (same formula, charge and spin) at 20.3 kJ/mol.

Element x y z (Å)
Na: 1.081 -1.507 -0.222
C: 4.450 -2.854 -0.455
C: 3.807 -2.196 0.740
C: 4.041 -0.847 1.014
C: 3.482 -0.236 2.127
C: 2.660 -0.961 2.981
C: 2.399 -2.298 2.711
C: 2.972 -2.910 1.600
H: 5.528 -2.953 -0.303
H: 4.296 -2.264 -1.363
H: 4.036 -3.846 -0.633
H: 4.686 -0.276 0.352
H: 3.691 0.807 2.331
H: 2.231 -0.486 3.852
H: 1.751 -2.870 3.365
H: 2.765 -3.953 1.390
Cl: 2.260 -4.635 -2.696
C: 0.869 -4.872 -1.613
C: 0.509 -3.834 -0.778
C: -0.635 -4.079 -0.053
Cl: -1.263 -2.718 0.930
C: -1.366 -5.263 -0.059
Cl: -2.766 -5.479 0.937
C: -0.941 -6.287 -0.902
Cl: -1.806 -7.776 -0.961
C: 0.182 -6.083 -1.708
Cl: 0.675 -7.322 -2.805
C: 3.425 2.835 -0.078
As: 1.573 2.309 -0.447
C: 1.575 2.854 -2.334
C: 0.753 3.953 0.248
H: 3.571 3.890 -0.310
H: 4.099 2.236 -0.692
H: 3.660 2.659 0.971
H: 2.164 3.765 -2.456
H: 0.556 3.047 -2.677
H: 2.005 2.063 -2.949
H: 1.111 4.825 -0.304
H: 1.019 4.067 1.300
H: -0.335 3.900 0.174
C: 2.093 0.272 -8.586
C: 1.618 0.125 -7.164
C: 2.274 -0.727 -6.276
C: 1.848 -0.863 -4.963
C: 0.748 -0.135 -4.537
C: 0.087 0.734 -5.392
C: 0.524 0.854 -6.704
S: 0.158 -0.329 -2.872
C: -0.686 -1.880 -3.139
O: 1.380 -0.618 -2.031
H: 2.687 -0.588 -8.894
H: 2.716 1.162 -8.698
H: 1.253 0.372 -9.274
H: 3.130 -1.297 -6.620
H: 2.362 -1.520 -4.269
H: -0.762 1.310 -5.038
H: 0.012 1.532 -7.380
H: 0.067 -2.640 -3.359
H: -1.368 -1.733 -3.979
H: -1.237 -2.136 -2.234
C: 1.197 2.285 3.884
C: -0.303 2.442 3.621
C: -0.961 3.335 4.676
P: -0.994 0.774 3.188
C: -2.813 1.075 2.961
C: -3.739 1.272 4.163
C: -2.970 2.231 1.966
C: -0.814 -0.300 4.698
C: -1.086 0.256 6.099
C: -1.588 -1.601 4.459
H: 1.675 3.265 3.978
H: 1.684 1.743 3.072
H: 1.386 1.740 4.815
H: -0.402 2.961 2.664
H: -0.975 2.884 5.666
H: -1.985 3.595 4.412
H: -0.401 4.273 4.754
H: -3.132 0.161 2.447
H: -3.421 2.100 4.797
H: -3.808 0.381 4.784
H: -4.750 1.501 3.810
H: -2.862 3.197 2.467
H: -3.961 2.210 1.504
H: -2.225 2.183 1.172
H: 0.248 -0.561 4.660
H: -2.068 0.721 6.188
H: -0.336 0.988 6.399
H: -1.044 -0.561 6.827
H: -2.669 -1.440 4.474
H: -1.356 -2.324 5.246
H: -1.332 -2.059 3.500
N: -6.860 2.942 -2.167
C: -5.900 2.376 -1.888
C: -4.687 1.662 -1.537
C: -4.754 0.379 -1.017
C: -3.564 -0.268 -0.720
N: -2.364 0.279 -0.909
C: -2.319 1.521 -1.398
C: -3.445 2.254 -1.728
H: -5.707 -0.103 -0.846
H: -3.572 -1.274 -0.311
H: -1.330 1.948 -1.531
H: -3.363 3.260 -2.118

Atom charges from the Löwdin analysis, given in e for atoms 1 to 2:
1 Na 0.19
2 C -0.05

---

Entry from OMol25: a cluster of 2 separate species, C6H20Si3 in total (ωB97M-V/def2-TZVPD).

Its charge is 0. The calculation puts the HOMO energy at -8.07 eV. As for the SMILES: C[SiH2][Si](C)(C)C.C=[SiH]C. The calculation puts the energy relative to the best compared isomer or geometry (same formula, charge and spin) at 280.2 kJ/mol.

Element x y z (Å)
C: -2.431 -1.598 -2.078
Si: -1.200 -0.440 -1.103
Si: 0.728 -1.381 -0.236
C: 0.265 -2.335 1.374
C: 1.521 -2.689 -1.431
C: 2.299 -0.238 0.124
H: -2.880 -1.034 -2.772
H: -1.928 -2.376 -2.784
H: -2.938 -2.183 -1.302
H: -2.313 0.275 -0.364
H: -1.220 0.564 -2.059
H: 0.955 -3.041 1.722
H: 0.058 -1.603 2.226
H: -0.619 -2.852 1.058
H: 2.107 -2.249 -2.209
H: 2.159 -3.400 -0.917
H: 0.622 -3.267 -1.674
H: 2.119 0.475 0.870
H: 3.061 -0.849 0.432
H: 2.732 0.452 -0.551
C: 0.709 4.352 0.253
Si: -0.544 3.962 1.466
C: -0.982 2.223 1.944
H: 1.202 3.682 -0.300
H: 0.780 5.293 0.001
H: -1.247 4.966 2.223
H: -1.379 2.039 2.831
H: -1.494 1.663 1.163
H: -0.143 1.590 2.093

Atom charges from the natural (NBO) analysis, given in e for atoms 1 to 2:
1 C -1.01
2 Si 0.55

---

Entry from OMol25: a cluster of 2 separate species, C3H10NO in total (ωB97M-V/def2-TZVPD).

Its charge is +1. The calculation puts the HOMO energy at -14.64 eV. The calculation puts the energy relative to the best compared isomer or geometry (same formula, charge and spin) at 353.6 kJ/mol.

Element x y z (Å)
C: -1.936 -1.595 0.564
O: -0.522 -1.450 0.652
H: -2.293 -2.349 -0.250
H: -2.288 -0.495 0.441
H: -2.049 -2.041 1.552
H: -0.043 -2.375 0.745
C: 0.481 1.612 -1.324
C: 1.740 0.724 0.668
N: 1.076 0.520 -0.426
H: 0.208 2.474 -0.523
H: 1.084 2.113 -2.075
H: -0.471 1.317 -1.699
H: 1.684 1.728 1.096
H: 2.733 0.252 0.929
H: 0.595 -0.434 -0.351

Atom charges from the natural (NBO) analysis, given in e for atoms 1 to 2:
1 C -0.26
2 O -0.78

---

Entry from OMol25: the ion C4H11INO with charge +1 (ωB97M-V/def2-TZVPD).

Its charge is +1. The calculation puts the HOMO energy (spin up / spin down) at -9.08 / -13.80 eV. Its multiplicity is 3. The expectation value of S² is 2.005. The calculation puts the energy relative to the best compared isomer or geometry (same formula, charge and spin) at 110.8 kJ/mol.

Element x y z (Å)
C: -0.115 -1.672 -0.107
C: 0.735 0.683 -1.539
C: 0.300 -0.443 0.802
C: 1.256 0.728 -0.173
N: -0.815 0.328 1.489
O: 1.097 1.872 0.568
I: 3.207 -0.188 0.082
H: -0.103 -2.558 0.475
H: -1.044 -1.667 -0.731
H: 0.668 -1.816 -0.920
H: 1.025 1.435 -2.289
H: 0.972 -0.214 -2.037
H: -0.321 0.876 -1.482
H: 1.041 -0.786 1.421
H: -1.249 -0.067 2.283
H: -1.664 0.753 0.909
H: -0.247 1.158 1.865
H: 1.814 2.445 0.373

Atom charges from the natural (NBO) analysis, given in e for atoms 1 to 2:
1 C -0.66
2 C -0.73

---

Entry from OMol25: a cluster of 3 separate species, H6O3 in total (ωB97M-V/def2-TZVPD).

Its charge is 0. The calculation puts the HOMO energy at -10.90 eV. As for the SMILES: O.O.O. The calculation puts the energy relative to the best compared isomer or geometry (same formula, charge and spin) at 75.9 kJ/mol.

Element x y z (Å)
O: 34.831 11.624 15.584
H: 35.750 11.760 16.024
H: 34.406 11.126 16.248
O: 33.598 14.399 15.596
H: 32.750 14.220 15.834
H: 34.042 13.632 15.380
O: 36.963 12.358 17.058
H: 36.788 11.776 17.903
H: 37.162 13.228 17.425

Atom charges from the natural (NBO) analysis, given in e for atoms 1 to 2:
1 O -0.98
2 H 0.50

---

Entry from OMol25: the ion C8H13IN with charge +1 (ωB97M-V/def2-TZVPD).

Its charge is +1. The calculation puts the HOMO energy at -12.52 eV. The calculation puts the energy relative to the best compared isomer or geometry (same formula, charge and spin) at 128.2 kJ/mol.

Element x y z (Å)
C: -1.381 0.839 0.843
C: -0.639 0.117 1.685
C: 0.005 0.559 -1.132
C: -1.140 0.959 -0.596
C: 0.496 -0.761 1.217
C: 1.500 0.025 0.400
C: -2.250 1.535 -1.421
C: 2.586 -0.740 -0.298
N: -0.081 -1.775 0.263
I: 2.123 1.831 1.333
H: -2.203 1.421 1.229
H: -0.848 0.122 2.742
H: 0.439 0.687 -2.099
H: 0.961 -1.284 2.059
H: -2.434 2.561 -1.107
H: -3.166 0.967 -1.269
H: -1.999 1.535 -2.478
H: 3.141 -1.351 0.416
H: 3.293 -0.052 -0.753
H: 2.208 -1.383 -1.090
H: -0.259 -1.112 -0.574
H: -0.943 -2.197 0.617
H: 0.592 -2.504 0.013

Atom charges from the natural (NBO) analysis, given in e for atoms 1 to 2:
1 C -0.20
2 C -0.18

---

Entry from OMol25: a structure of composition C3H2Li2NiO3 (ωB97M-V/def2-TZVPD).

Its charge is +2. The calculation puts the HOMO energy (spin up / spin down) at -15.34 / -16.16 eV. Its multiplicity is 3. The expectation value of S² is 2.010.

Element x y z (Å)
C: 0.663 -0.218 -0.879
C: -0.275 0.524 0.099
O: 1.057 0.282 -1.933
H: 0.950 -1.208 -0.527
H: -0.255 1.613 0.057
Li: 0.715 -0.023 -3.817
Li: 1.718 2.110 -1.953
O: -0.989 -0.160 0.882
C: -1.786 -0.683 2.574
O: -1.661 -0.577 3.661
Ni: -0.137 -1.660 1.837

Atom charges from the natural (NBO) analysis, given in e for atoms 1 to 2:
1 C 0.20
2 C 0.25

---

Entry from OMol25: a structure of composition C3H5FN3O2 (ωB97M-V/def2-TZVPD).

Its charge is -1. The calculation puts the HOMO energy at -3.64 eV. The calculation puts the energy relative to the best compared isomer or geometry (same formula, charge and spin) at 289.5 kJ/mol.

Element x y z (Å)
C: 0.318 0.030 -0.034
H: 1.196 2.215 -0.038
F: -1.303 -0.681 -0.252
C: 0.434 1.511 0.314
H: 0.433 -0.662 0.811
N: 0.699 -0.277 -1.342
H: -0.035 -0.916 -1.728
H: 1.009 0.495 -1.947
C: -0.214 1.934 1.559
N: -0.603 2.209 2.613
N: -0.452 2.692 -1.617
O: -1.524 2.276 -2.038
O: 0.559 2.585 -2.325
H: 1.481 0.776 0.677

Atom charges from the natural (NBO) analysis, given in e for atoms 1 to 2:
1 C 0.29
2 H 0.30

---

Entry from OMol25: a cluster of 13 separate species, C29H50Cl6N6O15 in total (ωB97M-V/def2-TZVPD).

Its charge is 0. The calculation puts the HOMO energy at -10.38 eV.

Element x y z (Å)
C: 1.586 15.561 6.529
C: 0.613 14.684 5.878
N: -0.167 14.027 5.354
H: 2.339 15.820 5.788
H: 2.029 15.079 7.398
H: 1.096 16.458 6.906
C: -6.078 20.845 0.617
C: -6.097 20.263 1.937
N: -6.093 19.779 2.974
H: -5.706 20.167 -0.148
H: -5.514 21.777 0.614
H: -7.120 21.089 0.387
C: -2.097 13.944 3.026
C: -1.518 14.534 1.821
N: -1.048 15.032 0.905
H: -1.414 13.209 3.438
H: -3.064 13.476 2.863
H: -2.180 14.791 3.706
C: -3.487 19.461 5.581
C: -3.656 18.769 6.864
N: -3.778 18.243 7.876
H: -3.250 18.674 4.865
H: -2.689 20.189 5.684
H: -4.441 19.901 5.292
C: 1.110 19.366 3.591
C: 0.148 18.429 4.137
N: -0.626 17.679 4.533
H: 0.824 20.377 3.900
H: 1.110 19.400 2.503
H: 2.131 19.259 3.949
C: -5.622 13.205 1.978
C: -7.025 13.255 1.542
N: -8.124 13.282 1.222
H: -5.131 12.443 1.373
H: -5.540 12.895 3.017
H: -5.194 14.195 1.832
C: -3.339 15.590 6.103
O: -4.411 15.178 5.256
C: -5.408 16.011 5.067
O: -5.678 17.049 5.625
O: -6.096 15.607 4.009
C: -7.075 16.455 3.430
H: -3.637 15.762 7.131
H: -2.914 16.536 5.762
H: -2.545 14.856 6.005
H: -7.413 15.991 2.501
H: -6.708 17.430 3.105
H: -7.922 16.473 4.117
C: -11.614 17.823 6.360
O: -10.759 17.034 5.526
C: -11.243 16.585 4.391
O: -12.359 16.750 3.964
O: -10.314 15.856 3.782
C: -10.710 15.160 2.603
H: -12.448 17.161 6.586
H: -11.887 18.775 5.911
H: -11.109 18.053 7.295
H: -9.830 14.663 2.200
H: -11.054 15.887 1.870
H: -11.426 14.372 2.825
C: -9.317 18.653 2.185
O: -9.334 19.818 1.370
C: -10.187 19.825 0.359
O: -10.896 18.918 0.041
O: -10.121 21.004 -0.237
C: -10.851 21.114 -1.442
H: -9.143 17.794 1.534
H: -10.283 18.526 2.681
H: -8.575 18.723 2.973
H: -10.348 20.576 -2.252
H: -10.863 22.150 -1.771
H: -11.868 20.738 -1.361
C: -5.369 7.893 9.427
O: -5.764 9.039 8.727
C: -4.910 9.592 7.890
O: -3.815 9.163 7.635
O: -5.399 10.728 7.428
C: -4.686 11.454 6.442
H: -4.357 7.987 9.833
H: -5.301 6.995 8.803
H: -6.096 7.724 10.216
H: -5.274 12.342 6.234
H: -4.510 10.897 5.520
H: -3.701 11.730 6.820
C: -6.905 16.432 -0.950
O: -5.867 16.076 -0.045
C: -4.948 16.979 0.256
O: -4.726 18.016 -0.299
O: -4.390 16.550 1.386
C: -3.616 17.436 2.161
H: -7.373 17.375 -0.663
H: -7.678 15.671 -0.896
H: -6.516 16.535 -1.961
H: -2.881 16.868 2.737
H: -4.271 17.974 2.849
H: -2.981 18.101 1.573
C: -7.566 18.903 7.444
Cl: -7.825 17.157 7.647
Cl: -8.728 19.848 8.396
Cl: -7.790 19.249 5.720
H: -6.536 19.107 7.708
C: -5.035 15.386 9.911
Cl: -5.953 13.974 9.366
Cl: -3.305 14.958 9.921
Cl: -5.653 15.945 11.471
H: -5.164 16.173 9.174

Atom charges from the Löwdin analysis, given in e for atoms 1 to 2:
1 C -0.06
2 C -0.25

---

Question: What is the formula in the fourth record?
Answer: C39H52AsCl5N2NaOPS